[1]
{"formula": "C41H44F6N9PS3SbTi", "method": "ωB97M-V with the def2-TZVPD basis set", "charge": 3, "homo_lumo_gap_ev": 6.76, "e_homo_ev": -14.799, "relative_energy_kj_mol": 349.1, "mol_weight_da": 1073.66, "species": ["Ti", "S", "C", "N", "C", "C", "N", "C", "C", "C", "C", "C", "C", "C", "C", "S", "C", "C", "C", "C", "C", "C", "C", "H", "H", "H", "H", "H", "H", "H", "H", "H", "H", "H", "H", "H", "H", "H", "H", "H", "H", "N", "C", "C", "N", "C", "C", "N", "C", "C", "N", "H", "H", "H", "H", "H", "H", "F", "Sb", "F", "F", "F", "F", "F", "C", "C", "C", "N", "N", "C", "N", "S", "H", "H", "H", "H", "H", "H", "H", "C", "P", "C", "C", "C", "C", "C", "C", "C", "C", "C", "C", "C", "C", "H", "H", "H", "H", "H", "H", "H", "H", "H", "H", "H", "H", "H"], "positions_angstrom": [[-0.2734, -2.2238, -0.6401], [-0.2134, -0.2700, 1.0711], [-1.0100, 1.0748, 0.4410], [-1.5516, 2.0041, 1.1912], [-2.1507, 3.1928, 0.5688], [-1.2926, 3.6066, -0.5911], [-1.1779, 2.4733, -1.5188], [-1.2541, 2.8077, -2.9610], [-2.6525, 3.2270, -3.3350], [-3.6598, 2.2726, -3.4628], [-4.9520, 2.6634, -3.7752], [-5.2464, 4.0084, -3.9649], [-4.2455, 4.9606, -3.8497], [-2.9508, 4.5700, -3.5346], [-1.0939, 1.2520, -1.0577], [-1.0501, -0.1188, -2.0363], [-1.6297, 1.9334, 2.6702], [-1.0086, 3.1439, 3.3141], [-1.8007, 4.0335, 4.0300], [-1.2350, 5.1545, 4.6225], [0.1243, 5.3909, 4.4911], [0.9189, 4.5048, 3.7732], [0.3586, 3.3808, 3.1868], [-2.1829, 3.9800, 1.3185], [-3.1698, 2.9637, 0.2456], [-0.2957, 3.9090, -0.2594], [-1.7573, 4.4301, -1.1282], [-0.9220, 1.9389, -3.5223], [-0.5491, 3.6232, -3.1270], [-3.4239, 1.2208, -3.3433], [-5.7297, 1.9201, -3.8905], [-6.2535, 4.3109, -4.2179], [-4.4678, 6.0059, -4.0158], [-2.1660, 5.3162, -3.4710], [-1.1359, 1.0186, 2.9811], [-2.6895, 1.8644, 2.9264], [-2.8636, 3.8468, 4.1370], [-1.8550, 5.8386, 5.1856], [0.5682, 6.2626, 4.9525], [1.9803, 4.6872, 3.6804], [0.9882, 2.6850, 2.6375], [-1.8834, -3.8097, 3.0449], [-0.5793, -4.1254, 3.3542], [0.1787, -3.6466, 2.3308], [-0.6464, -3.0471, 1.4108], [-1.8753, -3.1599, 1.8692], [-2.9118, -2.5786, 1.0550], [-2.5327, -1.9833, -0.0601], [-3.6814, -1.5311, -0.6624], [-4.7517, -1.8470, 0.1152], [-4.2461, -2.5147, 1.2068], [-2.6848, -4.0340, 3.6131], [-0.3178, -4.6437, 4.2596], [1.2476, -3.6562, 2.2087], [-3.6690, -1.0312, -1.6136], [-5.8053, -1.6711, -0.0106], [-4.7939, -2.8928, 1.9629], [1.2709, -2.9475, -0.1675], [2.2477, -1.0300, -3.1207], [0.2901, -2.4091, -2.4380], [5.8412, -1.4579, -1.8364], [3.1781, -2.6202, -2.6764], [1.7903, -0.6879, -1.2669], [3.8341, -0.0023, -2.8084], [-4.3750, -5.2457, -3.9653], [-3.0964, -4.4392, -4.2114], [-2.1324, -4.5638, -3.0792], [-2.0355, -3.7414, -2.1028], [-1.0968, -4.1083, -1.1629], [-0.4625, -5.2295, -1.4739], [0.5187, -5.7491, -0.7369], [-1.0623, -5.9428, -2.9193], [-5.0593, -5.1231, -4.8025], [-4.8758, -4.9084, -3.0580], [-4.1608, -6.3099, -3.8636], [-3.3225, -3.3786, -4.3246], [-2.6130, -4.7696, -5.1321], [0.9301, -5.1797, -0.0148], [1.0198, -6.5640, -1.0454], [4.7364, -0.9920, 3.5833], [3.6056, -0.7883, 2.1496], [4.7990, -1.2976, 0.8230], [5.7068, -0.3126, 0.2424], [6.2574, -0.3181, -0.9430], [6.4243, -2.7539, -1.3858], [5.8816, -3.2460, -0.2999], [4.8823, -2.6111, 0.5439], [3.6158, 1.0242, 1.9068], [3.0484, 1.5299, 0.7338], [3.0479, 2.8934, 0.4829], [3.5919, 3.7753, 1.4097], [4.1354, 3.2839, 2.5866], [4.1481, 1.9162, 2.8359], [5.6802, -0.4587, 3.4657], [4.9416, -2.0556, 3.7023], [4.2421, -0.6486, 4.4922], [5.9748, 0.5620, 0.8318], [6.9162, 0.3001, -1.5259], [7.1649, -3.0451, -2.1093], [6.2507, -4.2307, -0.0280], [4.2181, -3.2906, 1.0676], [2.6283, 0.8490, 0.0049], [2.6405, 3.2704, -0.4479], [3.5994, 4.8392, 1.2114], [4.5685, 3.9623, 3.3102], [4.5893, 1.5585, 3.7565]], "forces_ev_per_angstrom": [[-0.798, 0.586, 0.119], [0.132, -0.204, -0.048], [0.046, 0.034, 0.020], [-0.007, -0.023, 0.003], [-0.017, -0.011, -0.002], [0.013, 0.011, 0.007], [-0.030, 0.002, -0.021], [-0.002, 0.002, 0.012], [-0.004, 0.016, 0.003], [-0.007, -0.001, 0.010], [0.007, -0.004, -0.002], [0.008, 0.002, 0.000], [-0.011, -0.001, -0.005], [0.012, -0.002, -0.015], [0.044, -0.012, 0.017], [0.085, -0.177, 0.101], [0.013, -0.002, -0.009], [0.016, 0.016, -0.003], [-0.004, -0.010, 0.000], [0.006, 0.005, 0.003], [-0.011, -0.004, -0.003], [-0.016, 0.004, 0.016], [0.005, -0.002, -0.004], [0.006, 0.003, 0.006], [-0.001, -0.004, 0.007], [0.001, 0.005, -0.006], [-0.008, -0.003, -0.010], [-0.001, -0.003, -0.011], [0.008, 0.002, 0.016], [0.000, 0.006, 0.002], [0.000, 0.002, 0.002], [0.001, 0.000, -0.001], [0.000, -0.001, 0.001], [-0.001, -0.003, 0.005], [-0.015, -0.018, 0.005], [-0.007, 0.018, -0.014], [0.001, 0.003, -0.002], [0.000, -0.001, -0.001], [-0.002, 0.001, 0.000], [-0.004, -0.003, 0.000], [0.004, 0.009, 0.001], [0.000, 0.015, 0.032], [-0.013, 0.014, 0.001], [0.006, 0.061, 0.025], [0.058, -0.222, -0.022], [0.003, -0.005, -0.004], [-0.043, 0.028, 0.022], [0.184, -0.144, -0.031], [-0.002, 0.033, -0.005], [0.010, -0.006, -0.001], [0.003, -0.008, -0.006], [0.001, -0.005, 0.000], [0.000, -0.005, -0.004], [-0.004, -0.006, -0.002], [0.006, -0.003, 0.001], [0.001, -0.001, 0.003], [0.002, -0.001, 0.001], [0.233, -0.008, 0.083], [-0.002, -0.083, 0.113], [0.058, -0.052, 0.075], [0.010, -0.003, 0.012], [0.032, -0.023, 0.004], [0.051, 0.062, -0.113], [0.017, 0.056, 0.002], [0.017, -0.006, -0.008], [-0.022, -0.024, 0.018], [-0.013, -0.173, 0.113], [-0.054, 0.021, -0.237], [0.023, 0.222, -0.298], [-0.050, 0.004, 0.102], [0.023, -0.017, 0.028], [0.001, -0.008, 0.003], [0.001, -0.001, 0.001], [-0.002, 0.001, -0.001], [-0.002, 0.000, 0.001], [-0.008, -0.001, 0.015], [0.006, 0.011, -0.004], [0.017, 0.009, -0.017], [-0.007, -0.004, -0.005], [-0.014, -0.026, -0.006], [0.022, 0.003, -0.046], [0.001, -0.017, -0.016], [-0.014, 0.010, 0.064], [0.000, -0.008, -0.065], [-0.022, -0.009, 0.014], [0.023, 0.030, -0.024], [-0.022, -0.014, 0.010], [-0.035, 0.013, 0.028], [0.015, 0.020, -0.009], [0.017, 0.000, 0.000], [-0.002, -0.005, -0.019], [0.010, -0.003, -0.002], [0.010, 0.014, -0.022], [0.010, -0.010, 0.015], [0.011, 0.003, 0.006], [-0.010, 0.007, -0.003], [0.006, 0.001, 0.003], [0.004, 0.004, 0.002], [0.000, 0.005, -0.002], [-0.001, 0.003, -0.004], [-0.008, 0.019, -0.013], [0.001, -0.017, -0.010], [0.000, 0.000, -0.002], [0.003, 0.000, -0.001], [-0.005, 0.001, 0.004], [-0.005, 0.009, 0.005]], "lowdin_charge": [0.872, 0.834, -0.582, -0.059, -0.063, -0.065, -0.057, -0.087, -0.226, -0.043, -0.061, -0.055, -0.050, -0.043, -0.583, 0.791, -0.088, -0.240, -0.041, -0.051, -0.052, -0.055, -0.026, 0.139, 0.155, 0.148, 0.134, 0.092, 0.142, 0.088, 0.111, 0.117, 0.118, 0.120, 0.081, 0.142, 0.120, 0.118, 0.117, 0.092, 0.102, 0.157, -0.018, -0.091, -0.062, -0.259, -0.257, -0.018, -0.117, -0.025, 0.152, 0.178, 0.135, 0.108, 0.087, 0.133, 0.177, -0.350, 1.637, -0.563, 0.020, -0.461, -0.548, -0.493, -0.077, -0.222, -0.558, 0.018, -0.123, -0.651, 0.159, 1.195, 0.086, 0.078, 0.080, 0.118, 0.118, 0.091, 0.124, -0.272, 1.018, -0.341, -0.037, 0.109, 0.095, -0.020, -0.080, -0.419, -0.135, -0.080, -0.080, -0.076, -0.083, 0.053, 0.044, 0.049, 0.145, 0.148, 0.146, 0.146, 0.106, 0.064, 0.105, 0.117, 0.118, 0.098]}



[2]
{"formula": "C41H44N5O3S3SbSc", "method": "ωB97M-V with the def2-TZVPD basis set", "charge": 1, "homo_lumo_gap_ev": 8.06, "e_homo_ev": -10.439, "relative_energy_kj_mol": 53.2, "mol_weight_da": 917.75, "species": ["Sc", "C", "C", "N", "C", "S", "N", "N", "C", "C", "C", "C", "C", "C", "C", "N", "H", "H", "H", "H", "H", "H", "H", "H", "H", "H", "H", "H", "H", "O", "H", "H", "S", "C", "C", "N", "C", "H", "H", "H", "C", "C", "C", "C", "C", "C", "C", "C", "C", "C", "O", "O", "H", "H", "H", "H", "H", "H", "H", "H", "H", "H", "H", "S", "Sb", "C", "C", "C", "C", "C", "C", "C", "C", "C", "C", "C", "C", "C", "C", "C", "C", "C", "C", "H", "H", "H", "H", "H", "H", "H", "H", "H", "H", "H", "H", "H", "H", "H"], "positions_angstrom": [[0.0467, -0.0756, 0.3797], [-3.5114, 1.0790, -4.7819], [-2.9806, -0.0458, -3.9086], [-1.5736, 0.1341, -3.5689], [-1.1566, 0.7108, -2.4265], [0.5810, 1.0015, -2.1917], [-2.0395, 1.0690, -1.5276], [-1.3763, 1.4590, -0.3716], [-1.6590, 2.5580, 0.2049], [-2.7327, 3.5024, -0.2169], [-0.7306, 2.9057, 1.3171], [-1.0043, 3.9164, 2.2177], [-0.0771, 4.1902, 3.2160], [1.0947, 3.4606, 3.2606], [1.2965, 2.4740, 2.3042], [0.4103, 2.1978, 1.3555], [-4.5363, 0.8734, -5.0939], [-2.9058, 1.1910, -5.6838], [-3.4980, 2.0283, -4.2445], [-3.0815, -1.0103, -4.4087], [-3.5310, -0.1047, -2.9728], [-0.9037, 0.1192, -4.3213], [-3.1698, 3.1840, -1.1580], [-2.3365, 4.5138, -0.3160], [-3.5207, 3.5330, 0.5407], [-1.9291, 4.4724, 2.1482], [-0.2736, 4.9656, 3.9450], [1.8450, 3.6381, 4.0180], [2.1966, 1.8723, 2.2978], [2.3712, 0.2765, 0.4296], [2.9944, 0.6487, -0.2069], [2.7856, -0.5014, 0.8218], [-3.5901, -3.3427, 0.5542], [-4.1671, -1.7776, 0.9253], [-3.1819, -0.8739, 0.7387], [-1.9913, -1.3930, 0.2704], [-2.0873, -2.6899, 0.1263], [-5.1747, -1.6047, 1.2643], [-3.2641, 0.1873, 0.9047], [-1.2843, -3.3050, -0.2483], [0.9556, 0.5322, 8.4698], [0.6967, 0.2710, 7.0114], [-0.5529, 0.5076, 6.4561], [-0.8292, 0.2590, 5.1191], [-2.2353, 0.5467, 4.6451], [0.1999, -0.2566, 4.3025], [1.4672, -0.5439, 4.8532], [2.6338, -1.1289, 4.0897], [1.6869, -0.2563, 6.1944], [-0.0355, -0.3877, 2.8487], [0.7917, -0.9973, 2.0664], [-1.0081, 0.1794, 2.2806], [0.2989, 1.3099, 8.8581], [1.9886, 0.8332, 8.6419], [0.7765, -0.3709, 9.0573], [-1.3452, 0.8955, 7.0872], [-2.8813, 0.6785, 5.5122], [-2.6366, -0.2546, 4.0281], [-2.2754, 1.4559, 4.0434], [3.0523, -0.4015, 3.3883], [2.3619, -2.0085, 3.5155], [3.4199, -1.3934, 4.7952], [2.6632, -0.4664, 6.6176], [0.8361, -2.2494, -1.0404], [1.9829, -1.4937, -2.8823], [3.0239, -3.2764, -3.3918], [3.9094, -3.2340, -4.4706], [4.6102, -4.3715, -4.8439], [4.4248, -5.5593, -4.1456], [3.5440, -5.6084, -3.0762], [2.8445, -4.4667, -2.6951], [3.6557, -0.3027, -2.4087], [3.7578, 1.0650, -2.6516], [4.8739, 1.7671, -2.2070], [5.8836, 1.1084, -1.5181], [5.7881, -0.2577, -1.2836], [4.6798, -0.9650, -1.7313], [1.1730, -1.1930, -4.7876], [1.2822, 0.0215, -5.4579], [0.7373, 0.1532, -6.7300], [0.0705, -0.9168, -7.3135], [-0.0338, -2.1278, -6.6415], [0.5314, -2.2751, -5.3813], [4.0590, -2.3157, -5.0304], [5.2977, -4.3352, -5.6792], [4.9693, -6.4479, -4.4385], [3.4004, -6.5352, -2.5355], [2.1641, -4.5044, -1.8535], [2.9723, 1.5970, -3.1704], [4.9522, 2.8295, -2.3992], [6.7500, 1.6576, -1.1724], [6.5810, -0.7749, -0.7587], [4.6178, -2.0321, -1.5502], [1.7622, 0.8719, -4.9917], [0.8287, 1.0921, -7.2607], [-0.3625, -0.8082, -8.2996], [-0.5485, -2.9614, -7.1013], [0.4667, -3.2299, -4.8719]], "forces_ev_per_angstrom": [[0.251, 0.326, -1.095], [-0.035, 0.050, -0.044], [0.089, -0.027, 0.065], [0.077, 0.125, 0.016], [-0.098, -0.011, 0.002], [-0.330, -0.081, 0.062], [0.249, 0.096, 0.112], [-0.301, 0.030, -0.170], [0.159, 0.160, 0.175], [-0.035, 0.021, 0.022], [-0.120, -0.046, -0.194], [0.031, 0.087, 0.088], [-0.064, 0.037, -0.005], [0.048, -0.028, -0.017], [-0.027, 0.022, -0.005], [-0.083, -0.222, 0.011], [0.007, 0.009, 0.032], [-0.005, -0.022, 0.006], [0.011, -0.025, 0.006], [0.027, 0.014, -0.059], [-0.024, -0.009, 0.014], [0.008, -0.096, -0.015], [0.014, -0.027, -0.013], [0.003, -0.013, -0.019], [0.013, -0.002, -0.011], [0.017, -0.002, 0.023], [0.007, -0.013, -0.007], [-0.009, 0.009, -0.003], [0.001, -0.005, 0.011], [-0.041, 0.105, 0.233], [-0.087, -0.053, -0.177], [0.009, -0.087, -0.028], [-0.122, -0.129, -0.124], [-0.028, -0.016, 0.118], [0.113, 0.096, -0.197], [0.119, -0.045, 0.165], [0.014, 0.140, 0.028], [0.024, -0.004, 0.013], [0.005, -0.009, 0.027], [0.001, -0.017, 0.040], [0.008, 0.005, -0.026], [-0.004, 0.000, 0.064], [-0.038, -0.007, 0.024], [-0.041, 0.009, 0.001], [0.051, 0.008, 0.049], [0.002, -0.006, -0.104], [0.039, -0.019, 0.023], [-0.002, 0.112, 0.032], [-0.009, -0.056, 0.003], [0.141, -0.164, -0.061], [0.032, -0.084, 0.676], [-0.112, -0.017, 0.180], [0.001, 0.000, -0.022], [-0.004, -0.002, -0.013], [-0.003, -0.009, -0.025], [0.013, -0.004, -0.008], [-0.005, 0.006, -0.005], [0.013, -0.013, 0.011], [0.031, -0.018, 0.002], [-0.050, -0.015, -0.018], [-0.042, -0.034, 0.015], [0.009, 0.000, -0.015], [-0.018, 0.010, -0.002], [-0.071, 0.080, 0.182], [0.152, -0.338, 0.209], [0.107, -0.047, -0.052], [-0.023, -0.084, 0.040], [-0.029, 0.014, 0.022], [0.004, 0.005, -0.009], [-0.021, 0.068, 0.000], [0.077, -0.024, -0.054], [0.112, 0.112, 0.015], [0.076, 0.007, 0.034], [-0.003, -0.044, 0.002], [-0.015, -0.012, -0.019], [-0.004, 0.008, -0.008], [0.040, 0.071, 0.005], [-0.141, 0.134, -0.168], [-0.094, -0.045, -0.098], [0.008, -0.028, 0.047], [0.009, -0.007, -0.005], [0.016, 0.010, 0.013], [-0.028, 0.071, -0.075], [-0.019, 0.007, 0.018], [-0.006, 0.009, 0.007], [-0.005, 0.013, -0.001], [-0.005, 0.015, 0.003], [0.001, 0.005, -0.010], [-0.009, 0.000, 0.008], [-0.010, -0.014, -0.009], [-0.015, -0.008, -0.001], [-0.016, -0.002, 0.000], [-0.008, -0.009, -0.011], [0.010, -0.010, 0.007], [-0.001, -0.007, 0.007], [0.000, -0.003, 0.012], [0.006, 0.004, 0.004], [0.007, 0.011, 0.016]], "lowdin_charge": [0.791, -0.077, -0.231, 0.009, -0.736, 0.646, 0.027, -0.129, -0.251, 0.003, -0.209, 0.007, -0.029, -0.023, -0.096, 0.077, 0.076, 0.070, 0.071, 0.115, 0.104, 0.086, 0.073, 0.097, 0.097, 0.118, 0.118, 0.116, 0.111, -0.121, 0.054, 0.071, 1.068, -0.368, -0.240, -0.088, -0.495, 0.076, 0.107, 0.009, -0.039, -0.248, -0.005, -0.171, -0.027, -0.043, -0.172, -0.029, -0.006, -0.506, -0.116, -0.077, 0.080, 0.081, 0.091, 0.120, 0.081, 0.081, 0.080, 0.076, 0.083, 0.080, 0.120, 0.197, 1.235, -0.379, -0.121, -0.076, -0.077, -0.076, -0.136, -0.370, -0.158, -0.067, -0.069, -0.067, -0.124, -0.385, -0.142, -0.070, -0.069, -0.066, -0.111, 0.105, 0.107, 0.107, 0.107, 0.052, 0.052, 0.112, 0.111, 0.112, 0.106, 0.083, 0.111, 0.110, 0.111, 0.110]}



Q: What is the formula in the second record?
A: C41H44N5O3S3SbSc



Q: What is the formula in the first record?
A: C41H44F6N9PS3SbTi



Q: Number 2 is which compound?
A: C41H44N5O3S3SbSc